1.
{
  "formula": "C2H5N3OS",
  "method": "ωB97M-V with the def2-TZVPD basis set",
  "species": ["N", "N", "C", "N", "C", "O", "S", "H", "H", "H", "H", "H"],
  "coordinates": [[-0.58465, -0.17200, 1.83558], [-0.84412, -0.77945, 0.55023], [-0.15362, -0.28635, -0.48841], [-0.61817, -0.74478, -1.68188], [1.08702, 0.65208, -0.77003], [1.77088, 0.60483, -1.82733], [1.40120, 1.95689, 0.44318], [-1.56461, -0.05113, 2.40687], [0.21418, -0.55083, 2.43951], [-0.02330, -0.46741, -2.58068], [-1.09723, -1.55686, -1.60270], [0.41239, 1.39503, 1.27564]],
  "fmax_ev_per_a": 6.1,
  "smiles": "N/N=C(/N)C(=O)S",
  "e_above_lowest_ev": 3.326,
  "e_homo_ha": -0.318,
  "e_lumo_ev": -0.20
}



2.
{
  "formula": "C2H5N3OS",
  "method": "ωB97M-V with the def2-TZVPD basis set",
  "species": ["H", "N", "C", "N", "O", "C", "N", "S", "H", "H", "H", "H"],
  "coordinates": [[-0.61019, 1.30476, -1.25729], [-1.34486, 0.76663, -0.82022], [-0.90391, -0.28746, -0.31907], [-1.61816, -1.20520, 0.39038], [0.38968, -0.79839, -0.48261], [1.45175, -0.08600, -0.06654], [1.19026, 1.07644, 0.57641], [3.01635, -0.63050, -0.28799], [-1.19234, -2.09939, 0.60671], [-2.61935, -1.09145, 0.38029], [2.02204, 1.67079, 0.64830], [0.21871, 1.37979, 0.63164]],
  "fmax_ev_per_a": 1.8,
  "smiles": "[H]/N=C(/N)OC(N)=S",
  "e_above_lowest_ev": 0.804,
  "e_homo_ha": -0.318,
  "e_lumo_ev": 0.70
}



3.
{
  "formula": "C2H5N3OS",
  "method": "ωB97M-V with the def2-TZVPD basis set",
  "species": ["N", "C", "O", "N", "C", "N", "S", "H", "H", "H", "H", "H"],
  "coordinates": [[-2.73485, 0.47284, -0.28235], [-1.49617, -0.08508, -0.06046], [-1.71720, -1.13610, 0.60737], [-0.32482, 0.76604, 0.03293], [1.08859, 0.47956, -0.07527], [1.79873, 1.53688, 0.15279], [1.71173, -1.15835, -0.20979], [-2.89071, 1.11450, -1.21211], [-3.41395, -0.31338, -0.01128], [-0.54605, 1.74608, -0.31730], [2.78548, 1.12793, 0.44473], [1.68714, 2.15013, 1.08449]],
  "fmax_ev_per_a": 8.1,
  "smiles": "NC(=O)NC(N)=S",
  "e_above_lowest_ev": 2.607,
  "e_homo_ha": -0.314,
  "e_lumo_ev": -0.03
}



4.
{
  "formula": "C2H5N3OS2",
  "method": "ωB97M-V with the def2-TZVPD basis set",
  "species": ["O", "C", "N", "C", "N", "S", "N", "S", "H", "H", "H", "H", "H"],
  "coordinates": [[1.96803, -1.00719, 1.01401], [1.75230, -1.25660, -0.22198], [0.55468, -1.02724, -0.76897], [-0.18993, -0.18217, -0.20515], [0.04238, 1.07358, 0.12918], [1.59452, 1.79482, -0.17023], [-1.58465, -0.55666, -0.04263], [-3.13600, 0.34632, 0.21453], [2.44994, -1.90603, -0.86964], [-0.61786, 1.55922, 0.60972], [2.09303, 1.66713, 1.28841], [-1.51931, -1.61576, 0.02709], [-3.40713, 1.11057, -1.00436]],
  "fmax_ev_per_a": 5.2,
  "smiles": "O=CN=C(NS)NS",
  "e_above_lowest_ev": 2.564,
  "e_homo_ha": -0.347,
  "e_lumo_ev": 0.03
}



5.
{
  "formula": "C2H5N3S",
  "method": "ωB97M-V with the def2-TZVPD basis set",
  "species": ["C", "C", "N", "N", "N", "S", "H", "H", "H", "H", "H"],
  "coordinates": [[-2.15666, -0.06007, -0.16910], [0.89035, 1.17286, 0.37297], [-3.18869, 0.34197, 0.10362], [1.45098, -1.33236, -0.21460], [-1.01015, -0.59255, -0.47113], [0.40207, -0.58876, 0.62478], [0.31004, 1.69656, 1.14892], [0.59342, 1.56429, -0.56239], [1.92885, 1.04806, 0.50518], [1.79579, -2.21920, 0.05163], [-1.01601, -1.03080, -1.38988]],
  "fmax_ev_per_a": 2.7,
  "e_above_lowest_ev": 3.304,
  "e_homo_ha": -0.351,
  "e_lumo_ev": 0.61
}



6.
{
  "formula": "C2H5N3S",
  "method": "ωB97M-V with the def2-TZVPD basis set",
  "species": ["N", "N", "C", "N", "C", "S", "H", "H", "H", "H", "H"],
  "coordinates": [[1.68619, -1.05184, -0.06829], [1.69601, 0.31736, -0.16727], [0.53902, 0.82127, -0.13010], [-0.60207, 0.02887, -0.15033], [-1.85580, 0.51277, 0.04643], [-3.20729, -0.41680, -0.11746], [2.66248, -1.35700, -0.04136], [1.18745, -1.35687, 0.75355], [0.39883, 1.90112, -0.08031], [-0.58206, -0.93863, -0.45183], [-1.92276, 1.53976, 0.40698]],
  "fmax_ev_per_a": 1.7,
  "smiles": "N/N=C\\NC=S",
  "e_above_lowest_ev": 1.782,
  "e_homo_ha": -0.319,
  "e_lumo_ev": 0.11
}



7.
{
  "formula": "C2H5N3S",
  "method": "ωB97M-V with the def2-TZVPD basis set",
  "species": ["C", "C", "H", "H", "H", "H", "H", "N", "N", "N", "S"],
  "coordinates": [[-0.51207, 0.07516, -0.09582], [1.89468, -0.73761, 0.13638], [-0.97308, 1.78094, 0.52236], [0.95385, 1.69446, -0.05696], [0.20962, -1.79025, 0.16461], [2.61776, -1.71152, 0.48433], [3.43690, 0.63572, 0.62694], [-0.07932, 1.30334, -0.12545], [0.57098, -0.89151, -0.33218], [2.33370, 0.53350, -0.02766], [-2.14489, -0.20325, 0.08827]],
  "fmax_ev_per_a": 7.0,
  "e_above_lowest_ev": 3.631,
  "e_homo_ha": -0.312,
  "e_lumo_ev": 0.38
}



8.
{
  "formula": "C2H5N3S",
  "method": "ωB97M-V with the def2-TZVPD basis set",
  "species": ["C", "C", "H", "H", "H", "H", "H", "N", "N", "N", "S"],
  "coordinates": [[0.11802, -0.57092, -1.16230], [0.81829, 0.36785, 0.96048], [-1.65344, -0.57100, -1.79790], [-1.61643, -0.38279, 0.08415], [-0.10191, -1.49825, -3.08262], [1.77940, -0.84067, -0.29011], [1.85697, 0.81650, 1.17624], [-1.06383, 0.03143, -1.01610], [0.53037, -1.12846, -2.28665], [0.83876, -0.65791, -0.00679], [-0.50122, 0.99871, 1.76799]],
  "fmax_ev_per_a": 8.0,
  "e_above_lowest_ev": 3.197,
  "e_homo_ha": -0.335,
  "e_lumo_ev": -0.46
}



9.
{
  "formula": "C2H5N3S",
  "method": "ωB97M-V with the def2-TZVPD basis set",
  "species": ["H", "N", "C", "N", "S", "C", "N", "H", "H", "H", "H"],
  "coordinates": [[-2.25046, 1.02702, 0.79402], [-2.55657, 0.24362, 0.16685], [-1.54338, -0.43008, -0.18566], [-0.15782, -0.05756, -0.09216], [1.00935, -1.27110, 0.07703], [0.31122, 1.24364, -0.17771], [1.54508, 1.50422, 0.07232], [1.69934, 2.49973, -0.03485], [-1.63385, -1.38326, -0.70152], [2.10009, -0.47397, 0.03979], [-0.48663, 1.95472, -0.17879]],
  "fmax_ev_per_a": 2.2,
  "smiles": "[H]/N=C\\N(S)/C=N/[H]",
  "e_above_lowest_ev": 2.056,
  "e_homo_ha": -0.317,
  "e_lumo_ev": 0.79
}



10.
{
  "formula": "C2H5N3S",
  "method": "ωB97M-V with the def2-TZVPD basis set",
  "species": ["C", "N", "N", "C", "N", "S", "H", "H", "H", "H", "H"],
  "coordinates": [[-1.01371, -1.32880, 0.35846], [-1.39562, -0.53555, -0.55967], [-0.85748, 0.74143, -0.62912], [0.19903, 1.26461, 0.08947], [1.38089, 0.80971, 0.25884], [1.84196, -0.66089, -0.45651], [-0.29201, -1.07263, 1.14341], [-1.45822, -2.32005, 0.34364], [-1.57219, 1.38263, -0.92561], [0.03350, 2.27059, 0.47643], [3.13386, -0.55106, -0.09933]],
  "fmax_ev_per_a": 0.6,
  "smiles": "C=NN/C=N\\S",
  "e_above_lowest_ev": 2.813,
  "e_homo_ha": -0.319,
  "e_lumo_ev": 0.87
}